Computed, not measured: C2H4FO2S as an isolated structure at a distorted geometry, with wB97M-V/def2-TZVPD.

Calculated values
Charge = -1
Highest occupied orbital energy = -3.24 eV
Relative energy (zero: lowest compared OMol25 entry of this formula, charge and spin) = 2.6 kJ/mol
Kohn-Sham gap = 7.53 eV

Last column: natural (NBO) charge in e.
Atoms and positions in Å:
S 0.158079 1.222121 1.420566  1.47
F -0.996241 -1.090160 1.363457  -0.39
O -0.587219 2.032380 0.446016  -1.05
O 1.620794 1.464998 1.365453  -1.07
C -0.369113 -0.520705 -1.322896  -0.68
C 0.028761 -0.515083 0.685900  -0.01
H 0.604643 -0.875765 -1.496179  0.18
H -0.400045 0.554635 -1.415475  0.23
H 1.003126 -1.173062 0.774979  0.14
H -1.062785 -1.099359 -1.821822  0.18

Force components x, y, z for each atom (eV/Å):
S 0.4471 -0.5044 0.1859
F -0.4682 -0.7628 0.3237
O -0.5996 0.5667 -0.5626
O 0.4315 -0.0048 -0.0011
C 2.4758 1.8348 4.8504
C 0.5210 -1.0023 -3.2773
H 1.2927 -0.3612 -0.8188
H -0.3540 0.1428 -0.3602
H -1.8186 1.2471 -0.0438
H -1.9277 -1.1559 -0.2963

***

Computed, not measured: one molecule with the formula C17H16FNO6S at a distorted geometry, with wB97M-V/def2-TZVPD.

Calculated values
Highest occupied orbital energy = -8.36 eV
Kohn-Sham gap = 8.85 eV

Last column: natural (NBO) charge in e.
Atoms and positions in Å:
S 2.125421 1.656135 0.574258  2.34
F 2.959612 -2.692926 -4.442883  -0.33
O -2.708637 -0.108225 3.473903  -0.47
O 2.235803 3.071038 0.761581  -0.93
O -1.816659 1.911414 -0.385259  -0.59
O -1.260670 -1.947370 1.850505  -0.50
O 3.282995 0.859356 0.830323  -0.92
O -0.824198 0.232561 -1.494895  -0.52
N 1.598981 1.431934 -1.020566  -0.69
C -1.950800 -0.620623 -1.317239  -0.27
C 0.720272 1.076265 1.519061  -0.36
C -2.201178 -2.371403 2.816558  -0.10
C 1.636579 0.449656 -3.240813  -0.25
C 0.053708 1.960920 2.346634  -0.17
C -3.281347 -1.306734 2.994399  -0.10
C 0.416921 2.224963 -1.259947  -0.34
C 1.943617 0.382255 -1.878899  0.24
C -0.850537 -0.652056 2.026430  0.28
C 1.975925 -0.575554 -4.101609  -0.25
C -1.556850 0.246623 2.839437  0.25
C -1.082978 1.543625 3.008702  -0.23
C 2.619839 -0.744900 -1.410848  -0.27
C -0.874219 1.457634 -0.978620  0.79
C 2.969749 -1.771979 -2.267660  -0.25
C 0.291213 -0.225124 1.361407  -0.25
C 2.636096 -1.682826 -3.604867  0.37
H 1.129764 1.307918 -3.649683  0.21
H 0.427248 2.966588 2.443827  0.25
H 3.493760 -2.640144 -1.900745  0.23
H 1.734425 -0.518668 -5.151294  0.23
H -4.023188 -1.611403 3.733545  0.21
H 0.821165 -0.914203 0.724077  0.25
H -1.697423 -2.543277 3.776573  0.18
H -2.620326 -3.308259 2.447960  0.21
H -1.639704 2.209889 3.646711  0.24
H -3.773823 -1.122532 2.030261  0.18
H -2.806696 -0.036819 -0.973767  0.21
H -2.162355 -1.080369 -2.281275  0.20
H 0.464224 3.088482 -0.594614  0.27
H -1.700115 -1.389277 -0.585612  0.20
H 2.907772 -0.805679 -0.376252  0.25
H 0.386613 2.593093 -2.288803  0.23

Force components x, y, z for each atom (eV/Å):
S -0.0126 0.0137 -0.1188
F -0.0082 0.0699 0.0514
O 0.2691 0.2836 0.0862
O -0.2865 0.0135 0.0961
O 0.0142 0.1122 -0.0903
O 0.2246 0.2187 -0.1985
O -0.1546 -0.2514 -0.1328
O 0.2422 -0.1561 -0.2570
N 0.2691 0.6451 1.1146
C -0.3741 -0.0628 0.1020
C 0.5170 0.2884 -0.2356
C -0.4275 0.1194 0.3386
C 0.0821 0.1750 0.2969
C 0.0284 0.1279 0.0577
C 0.0430 -0.5506 -0.2409
C -0.4839 0.1747 -0.0618
C 0.5978 -0.8584 -0.3846
C 0.1403 0.0958 -0.0020
C 0.1297 -0.2774 0.0266
C 0.0969 0.0698 -0.1249
C -0.0236 -0.2826 -0.0411
C -0.0698 0.0367 -0.1041
C -0.2422 0.3828 0.1491
C -0.0748 -0.0735 -0.3428
C -0.2561 -0.2602 0.1688
C -0.0316 0.0968 0.1088
H -0.0720 0.0755 -0.0284
H -0.0334 0.1517 0.0406
H 0.0594 -0.0922 0.0245
H -0.0226 -0.0054 -0.0969
H 0.0528 -0.0184 -0.1009
H 0.0310 -0.1850 -0.1034
H -0.0366 -0.0240 -0.0977
H -0.0039 0.0790 0.0851
H -0.0721 0.1014 0.0706
H 0.0167 -0.0041 0.1153
H 0.0647 -0.1321 -0.0443
H 0.0345 0.0225 0.0457
H -0.2516 -0.0561 -0.2700
H -0.0146 0.0487 -0.0333
H 0.0007 -0.1139 -0.0039
H 0.0381 0.0014 0.1353

***

Computed, not measured: a 2-piece molecular cluster, C3H5NO2 overall at a distorted geometry, with wB97M-V/def2-TZVPD.

Calculated values
Highest occupied orbital energy = -9.50 eV
Relative energy (zero: lowest compared OMol25 entry of this formula, charge and spin) = 154.7 kJ/mol
Kohn-Sham gap = 10.10 eV

Last column: natural (NBO) charge in e.
Atoms and positions in Å:
O -0.869332 1.451450 -1.134105  -0.45
O 3.209919 -0.413659 -0.464477  -0.55
N -1.861725 -0.441542 0.924056  -1.07
C -0.133758 0.663511 -0.703868  0.82
C 0.870301 -0.129982 -0.332150  -0.65
C 2.221915 0.230766 -0.745504  0.40
H 0.672335 -1.006005 0.267607  0.28
H -1.485959 -0.594884 1.856696  0.37
H -2.510278 0.338618 0.991326  0.37
H -2.411649 -1.261980 0.684841  0.37
H 2.298229 1.163707 -1.344424  0.11

Force components x, y, z for each atom (eV/Å):
O 0.6751 -0.7598 0.4309
O -0.3214 0.1942 -0.0851
N -0.1905 -0.0632 0.1876
C -0.3719 0.6972 -0.4535
C -0.0610 -0.0169 0.0303
C 0.1542 -0.0597 0.0085
H 0.0313 0.1380 -0.0865
H -0.0827 0.0105 -0.1156
H 0.0704 -0.0985 -0.0064
H 0.0651 0.0849 0.0303
H 0.0315 -0.1265 0.0593

***

Computed, not measured: a 2-piece molecular cluster, C19H34F4NO4 overall at a distorted geometry, with wB97M-V/def2-TZVPD.

Calculated values
Highest occupied orbital energy (alpha / beta) = -8.53 / -9.44 eV
<S²> = 0.754
Spin multiplicity = 2
Kohn-Sham gap (alpha / beta) = 9.20 / 9.66 eV

Last column: Löwdin spin population.
Atoms and positions in Å:
F -2.366015 0.477283 -5.404137  0.00
F -1.644753 1.501763 -3.665916  0.00
F -0.696539 1.821801 -5.563284  0.00
F -2.505014 -0.941546 2.972507  0.00
O -5.152659 -0.029445 0.129916  0.00
O 0.232335 -0.448241 -3.454754  0.00
O -0.111062 -0.978933 -5.602297  0.00
O 3.232661 -0.813639 2.716031  0.55
N 2.801698 -0.333317 1.593128  0.35
C 2.884153 1.829488 0.290377  0.00
C 0.803840 -2.080266 -5.470823  0.00
C 0.326725 -0.779453 1.958836  0.02
C 0.171221 -3.240374 -4.728506  0.00
C -1.155467 1.122682 2.991803  0.00
C 1.227110 1.564952 2.305058  0.02
C -1.759368 -0.075205 3.760755  0.00
C 1.404274 -1.121249 -0.409460  0.00
C 1.940391 -2.618443 1.503418  0.00
C 2.574274 1.123482 1.662152  0.03
C 3.710109 1.682443 2.625875  0.00
C -4.407822 0.901508 0.927295  0.00
C -3.194255 1.485425 0.153269  0.00
C -0.622915 1.215560 0.540749  0.00
C -1.261430 0.895375 -4.783926  0.00
C -1.954906 0.509219 0.109078  0.00
C -0.047899 0.735448 1.912806  0.00
C 1.630890 -1.111087 1.133911  0.03
C -0.296868 -0.251330 -4.504743  0.00
H 1.302657 -3.264247 0.857506  0.00
H -5.071655 1.753350 1.208754  0.00
H -1.979284 1.704598 2.540035  0.00
H 0.086139 1.154125 -0.300840  0.00
H 2.140418 -1.830286 -0.843157  0.00
H -0.851504 2.298957 0.668651  0.00
H 4.659280 1.228393 2.298331  0.00
H 0.606278 -1.029298 3.006392  0.00
H 1.549752 -0.153534 -0.910632  0.00
H -5.267202 -0.796978 0.685690  0.00
H 0.395853 -1.534471 -0.589390  0.00
H 1.056463 -2.388322 -6.484728  0.00
H -0.082374 -2.965998 -3.704290  0.00
H 2.024785 1.824638 -0.402506  0.00
H -2.958544 2.465188 0.608264  0.00
H 1.696133 -2.849971 2.550940  0.00
H 1.727646 -1.748765 -4.993917  0.00
H 3.190582 2.880297 0.436345  0.00
H -4.128201 0.405994 1.876856  0.00
H -1.839260 0.248258 -0.965365  0.00
H -2.459722 0.333784 4.521695  0.00
H 1.343681 1.571440 3.404952  0.00
H 2.983581 -2.856425 1.230252  0.00
H 3.757714 2.773998 2.435916  0.00
H -0.489534 -1.460422 1.661235  0.00
H -0.756295 -3.544039 -5.216912  0.00
H -2.158819 -0.441521 0.630983  0.00
H 3.722044 1.298986 -0.209557  0.00
H 0.851606 -4.091206 -4.695831  0.00
H -3.540630 1.662089 -0.885845  0.00
H 3.464654 1.502413 3.681484  0.00
H -0.705630 1.782294 3.766424  0.00
H 1.029969 2.616650 1.998003  0.00
H -1.008295 -0.643090 4.342466  0.00

Force components x, y, z for each atom (eV/Å):
F -0.0571 -0.3304 -0.1074
F 0.1841 -0.1370 0.3398
F 0.3719 -0.0151 -0.1533
F 0.2182 -0.0882 -0.1553
O 0.4446 0.3304 0.1236
O -0.0333 0.3405 0.4994
O -0.2238 0.4081 -0.0709
O 0.4747 0.1410 -0.4103
N -1.7912 -0.0115 1.3620
C -0.3015 -0.6985 -0.2382
C 0.3617 -0.6522 0.0058
C 1.0686 0.9714 0.1284
C -0.2834 0.1239 0.2010
C 0.1526 -0.9605 0.0455
C -0.4308 -0.3581 -0.7444
C -0.1029 1.2761 1.2527
C 0.6216 -0.0884 0.3975
C -0.4886 0.1402 -0.9301
C 1.8805 2.4066 0.4319
C -0.6626 0.2305 -1.0357
C -0.1364 0.8528 0.1680
C -0.4669 -1.1076 0.3107
C -0.3476 -0.0778 0.1393
C -0.7827 0.7539 -0.1280
C -0.0271 0.8607 -1.0052
C -0.2856 0.4110 0.2273
C -0.9094 -2.4770 -0.4225
C 0.5536 -0.8298 -0.4004
H 0.2351 0.4210 0.4240
H 0.2302 -0.5020 -0.2514
H 0.3700 -0.3410 0.1144
H -0.1429 -0.0803 0.5959
H -0.3833 0.4370 0.0988
H 0.2598 -0.5785 -0.1264
H -0.2587 0.2241 0.5199
H -0.2508 0.1486 -0.5531
H -0.2966 -0.4428 0.2082
H -0.1918 -0.3698 -0.0671
H 0.4270 0.4022 -0.1241
H -0.1788 0.2451 -0.0577
H 0.1303 0.0027 -0.0129
H 0.4007 0.0202 0.3036
H 0.0980 -0.4396 -0.2357
H 0.4719 0.0966 -0.4177
H -0.1641 0.1335 0.1108
H -0.2563 -0.5167 0.0686
H 0.2141 0.3324 -0.4895
H 0.0289 -0.0982 0.6710
H 0.2566 -0.2135 -0.4230
H -0.0426 -0.2252 -0.4910
H -0.4187 0.0852 0.4416
H 0.0270 -0.5481 0.3314
H 0.3912 0.3955 -0.0140
H 0.1004 -0.0552 -0.0967
H 0.1049 0.5674 0.0074
H -0.4405 0.3089 0.2966
H 0.0140 0.0340 -0.0672
H 0.1262 0.1053 0.6004
H 0.4233 -0.1235 -0.4436
H -0.2746 -0.4170 -0.3782
H 0.2581 -0.5023 0.2463
H -0.2693 0.0791 -0.6209

***

The records above yield electronic energy values of -727.09045; -1661.63151; -322.51539; -1499.44692 a.u., respectively.